[1]
Formula: C5H10N2O
Source: the OMol25 dataset
Level of theory: ωB97M-V/def2-TZVPD

Output
E_tot	-10372.7086	eV
charge	0
frontier orbital gap	9.761	eV
energy relative to the best compared isomer or geometry (same formula, charge and spin)	250.5	kJ/mol

```
18
C5H10N2O, DFT ωB97M-V/def2-TZVPD
O -1.321 2.301 -0.741
N 0.711 1.717 0.304
N -0.480 -0.160 0.155
C -1.345 -0.354 1.315
C -0.463 1.665 -0.213
C 2.139 -0.136 -0.478
C -0.980 -0.806 -1.047
C 1.190 0.448 0.531
H -1.243 -1.841 -0.829
H 2.233 -1.213 -0.337
H -0.235 -0.785 -1.840
H -1.872 -0.282 -1.410
H -0.887 0.073 2.206
H 1.449 0.235 1.574
H -2.312 0.140 1.166
H -1.523 -1.419 1.471
H 3.117 0.331 -0.333
H 1.821 0.086 -1.495
```

Atom charges from the Mulliken analysis, given in e for atoms 1 to 2: atom 1 (O): -0.534, atom 2 (N): -0.623

=====

[2]
Formula: C5H10N2O
Source: the OMol25 dataset
Level of theory: ωB97M-V/def2-TZVPD

Output
SMILES	[H]/N=C(\C)[C@@]1(C)CN1O
E_tot	-10372.0347	eV
charge	0
frontier orbital gap	10.303	eV
energy relative to the best compared isomer or geometry (same formula, charge and spin)	315.6	kJ/mol

```
18
C5H10N2O, DFT ωB97M-V/def2-TZVPD
O -1.723 0.494 -1.810
N 1.595 -0.011 1.594
N -0.440 -0.033 -1.383
C 0.486 1.076 -1.249
C 0.688 -1.993 0.470
C 0.763 -0.519 0.740
C -0.119 0.428 -0.012
C -1.088 1.259 0.790
H -0.316 -2.283 0.152
H 1.405 -2.244 -0.319
H 0.147 2.061 -1.545
H 2.146 -0.753 2.037
H -0.536 1.985 1.397
H -2.021 -0.223 -2.399
H 0.947 -2.556 1.371
H 1.523 0.865 -1.480
H -1.665 0.621 1.468
H -1.794 1.828 0.178
```

Atom charges from the Mulliken analysis, given in e for atoms 1 to 2: atom 1 (O): -0.434, atom 2 (N): -0.683

=====

[3]
Formula: C5H10N2O
Source: the OMol25 dataset
Level of theory: ωB97M-V/def2-TZVPD

Output
SMILES	CC1(C)CN(N)C1=O
E_tot	-10373.4237	eV
charge	0
frontier orbital gap	10.127	eV
energy relative to the best compared isomer or geometry (same formula, charge and spin)	181.5	kJ/mol

```
18
C5H10N2O, DFT ωB97M-V/def2-TZVPD
O 0.635 -2.166 -0.127
N 1.441 0.101 -0.119
N 2.770 0.262 0.257
C -1.197 -0.251 1.325
C -0.629 0.043 -0.181
C 0.433 1.146 -0.190
C -1.585 -0.100 -1.331
C 0.495 -0.968 -0.056
H -0.478 -0.272 2.141
H 3.368 -0.215 -0.415
H 0.430 1.836 0.657
H 2.947 -0.126 1.183
H 0.478 1.710 -1.124
H -1.799 -1.156 1.307
H -1.036 -0.091 -2.273
H -2.319 0.705 -1.319
H -1.849 0.595 1.537
H -2.105 -1.054 -1.270
```

Atom charges from the Mulliken analysis, given in e for atoms 1 to 2: atom 1 (O): -0.639, atom 2 (N): 0.444

=====

| no. | E_LUMO (Ha) |
| --- | --- |
| 1 | 0.0280 |
| 2 | 0.0321 |
| 3 | 0.0313 |